The following is a DFT calculation (ωB97M-V/def2-TZVPD) of a single C9H17NSSi molecule.

Results
SMILES   C[Si](C)(CCCN)c1cccs1
Charge   0
Kohn-Sham gap   9.803 eV
HOMO   -9.01 eV
E_tot   -1095.5767 a.u.

Each line ends with the Löwdin charge.
Element x y z (Å)
S: -0.203 2.053 -1.222  0.983
C: -1.068 2.269 -2.684  -0.441
C: -1.375 1.109 -3.309  -0.174
C: -0.842 -0.020 -2.571  -0.219
C: -0.211 0.281 -1.430  -0.531
N: 0.756 2.388 2.294  -0.012
C: -0.163 1.409 2.882  -0.280
C: -0.349 0.139 2.033  -0.267
C: 1.883 -1.875 -1.139  -0.168
C: -0.895 -2.402 0.132  -0.154
C: 0.884 -0.325 1.260  -0.280
Si: 0.407 -1.112 -0.346  0.485
H: -1.398 3.250 -2.986  0.065
H: -2.001 1.026 -4.191  0.101
H: -0.961 -1.051 -2.914  0.105
H: 0.510 2.585 1.317  0.012
H: 1.687 2.061 2.350  0.042
H: 0.199 1.157 3.877  0.102
H: -1.121 1.888 3.106  0.103
H: -0.759 -0.673 2.656  0.109
H: -1.166 0.389 1.362  0.083
H: 2.321 -2.634 -0.506  0.032
H: 1.543 -2.368 -2.054  0.034
H: 2.606 -1.107 -1.428  0.044
H: -1.310 -2.785 -0.797  0.021
H: -0.334 -3.156 0.697  0.039
H: -1.669 -2.044 0.819  0.032
H: 1.528 -0.969 1.841  0.080
H: 1.503 0.517 0.951  0.057

Atomic forces in eV per Å
0.0288 -1.4269 -0.1942
-0.3716 0.1999 -0.0953
0.2990 -0.6482 0.5401
-1.0247 0.0918 -1.5975
0.2336 0.8332 0.7227
-1.5897 0.6436 -0.0157
0.5277 0.0622 0.2427
-0.4559 0.1805 0.4294
-0.2694 -0.1082 -0.7184
0.5335 0.5008 -0.2457
-0.0903 0.2256 -0.1100
-0.2501 0.3739 1.3248
0.1429 0.1118 0.0195
0.2466 0.0673 0.0357
-0.0471 0.2667 0.0663
0.2654 -0.1115 0.6221
0.9480 -0.2621 -0.1250
0.3964 -0.0804 0.0562
-0.0566 -0.0248 -0.3987
0.2452 0.1832 -0.1111
-0.1230 -0.0944 -0.5139
0.2895 -0.1059 0.1756
0.1930 -0.0551 -0.1159
0.0232 -0.1764 0.1461
-0.3256 -0.5088 0.1979
-0.1186 -0.2108 -0.3635
0.0596 0.1395 -0.4613
0.1927 -0.2707 0.3383
0.0977 0.2042 0.1490